No. 1
# C8H36NO18STl2

A molecular structure, C8H36NO18STl2 at a distorted geometry (ωB97M-V with the def2-TZVPD basis set, the Open Molecules 2025 dataset).

```
66
Properties=species:S:1:pos:R:3:forces:R:3
Tl -16.2250 -1.2620 -23.6538 -0.21 -0.04 0.01
Tl -6.5162 3.0203 -21.1748 0.19 0.03 0.09
S -10.4467 -2.6061 -19.5506 0.58 0.83 0.65
O -9.2899 -1.6685 -19.5942 -0.48 -0.90 -0.43
O -11.2361 -2.2682 -20.7268 -0.32 0.54 -0.15
O -10.0035 -3.9819 -19.5977 0.45 -0.09 0.34
O -11.2052 -2.3458 -18.3288 -0.24 -0.37 -0.41
O -9.7754 0.3166 -25.2772 0.28 0.80 -1.84
C -10.4553 0.4014 -26.4622 2.20 1.21 2.39
O -11.5063 -0.2104 -26.4729 -1.55 -0.44 -1.61
O -10.0446 1.1591 -27.3811 -0.76 -1.13 0.62
H -10.2650 -0.3205 -24.7519 -0.12 -0.45 0.46
C -3.5366 7.2230 -21.3300 -0.69 0.70 0.12
O -3.3156 5.9337 -21.9094 1.41 0.28 -0.01
C -1.9485 5.8616 -22.4347 -0.73 -0.56 0.41
C -1.1677 4.6648 -21.8513 -1.26 0.40 0.05
N -1.7956 3.3963 -22.1872 2.22 0.41 0.89
C -0.9010 2.3410 -21.6355 -1.97 -1.13 -0.19
C -1.1768 1.9216 -20.2060 -1.02 -0.26 1.21
O -2.5499 1.5289 -19.9198 0.95 0.19 -1.35
C -2.6598 0.8731 -18.6712 -0.94 0.44 0.04
H -3.7574 7.9630 -22.0992 1.08 0.23 -0.38
H -2.7521 7.4725 -20.6156 0.30 0.28 -0.43
H -4.4532 7.3919 -20.7647 -0.33 -1.43 0.27
H -1.3941 6.7856 -22.2710 -0.17 0.00 0.07
H -1.9408 5.6411 -23.5022 -0.59 0.35 -0.23
H -0.9530 4.7262 -20.7844 -0.09 0.03 -0.06
H -0.2468 4.6248 -22.4331 0.61 0.64 0.15
H -1.6862 3.3445 -23.1899 -0.81 -0.33 -0.54
H 0.1520 2.6013 -21.7434 0.09 0.08 0.11
H -1.1245 1.4860 -22.2735 0.31 -0.27 0.14
H -0.9914 2.6568 -19.4229 0.52 0.63 -0.31
H -0.5135 1.0919 -19.9616 0.10 -0.22 -0.08
H -2.4874 1.5765 -17.8566 0.81 -0.07 0.18
H -2.0563 -0.0343 -18.6495 0.08 0.08 0.28
H -3.7180 0.6553 -18.5265 0.03 -0.47 -0.32
C -9.1405 -5.9706 -25.0673 0.46 1.58 -0.86
O -10.0966 -6.2965 -24.1418 -0.92 -0.41 1.55
H -9.7097 -5.8103 -25.9830 0.71 -0.63 -0.58
H -8.7002 -5.0012 -24.8342 0.15 0.33 0.05
H -8.2744 -6.6320 -25.0905 -0.25 -0.59 -0.45
H -9.9224 -5.7859 -23.3478 -0.13 -0.29 0.26
O -10.5346 -8.5714 -17.7354 -0.24 0.03 -0.08
H -10.2618 -7.7950 -18.2243 0.07 0.13 -0.14
H -9.8792 -8.6618 -17.0436 0.16 -0.14 0.24
O -7.1382 2.4578 -15.8020 0.09 -0.01 -0.43
H -7.7345 1.9663 -15.2371 -0.18 -0.17 0.18
H -6.6779 3.0502 -15.2075 0.11 0.16 0.19
O -15.6583 -0.2394 -18.1964 0.10 0.03 -0.43
H -14.8415 -0.6546 -17.9195 0.13 -0.16 0.14
H -16.0041 0.1645 -17.4004 -0.22 0.12 0.23
O -4.7724 -1.2923 -23.4901 -0.18 0.36 0.15
H -4.7784 -2.1126 -22.9967 0.05 -0.28 0.16
H -4.4440 -1.5354 -24.3557 0.11 -0.06 -0.27
O -5.6777 -5.7670 -21.0800 0.09 0.30 -0.15
H -6.0360 -6.6120 -21.3516 0.02 -0.33 -0.07
H -6.3808 -5.3598 -20.5739 -0.12 0.05 0.22
O -11.4679 2.5980 -18.5125 0.34 -0.02 -0.21
H -12.1749 2.7484 -19.1400 -0.25 0.15 -0.09
H -11.7728 1.8642 -17.9788 -0.07 -0.13 0.26
O -9.9034 -1.2995 -13.7695 0.22 0.18 -0.17
H -10.5151 -1.4964 -13.0601 -0.12 -0.05 0.30
H -10.3391 -1.6218 -14.5585 -0.09 -0.12 -0.14
O -13.9766 -5.4968 -15.9828 -0.19 0.13 -0.03
H -13.4712 -4.7069 -16.1744 0.10 0.18 0.03
H -13.4002 -6.2179 -16.2358 0.12 -0.34 -0.01
```
Positions in Å, forces in eV/Å.

Values from the calculation:
- Spin multiplicity: 1
- Gap between HOMO and LUMO: 1.312 eV
- Energy: -67405.2369 eV
- Total charge: +3

Löwdin population analysis, charges in e, atoms 1 to 8: Tl 0.993; Tl 0.957; S 0.306; O -0.060; O -0.087; O -0.080; O -0.081; O 0.159


No. 2
# C8H36O10

10 unconnected molecules or ions with the total composition C8H36O10 at a distorted geometry (ωB97M-V with the def2-TZVPD basis set, the Open Molecules 2025 dataset).

```
54
Properties=species:S:1:pos:R:3:forces:R:3
C -17.2567 -2.4224 -16.5756 0.41 0.85 0.14
C -18.5756 -1.6946 -16.7612 0.17 -0.39 -0.10
O -18.3824 -0.4887 -17.5057 0.42 -0.41 0.15
H -17.3758 -3.4283 -16.1730 -0.16 0.15 0.02
H -16.6748 -1.8424 -15.8592 0.20 -0.25 0.05
H -16.6580 -2.4654 -17.4855 -0.18 -0.08 -0.21
H -18.9435 -1.5021 -15.7534 -0.37 0.26 0.00
H -19.2639 -2.3828 -17.2517 -0.40 0.16 -0.28
H -19.2054 -0.1030 -17.8149 -0.17 -0.23 0.23
C -21.7255 -6.5442 -15.8366 1.70 -0.21 0.09
C -22.9193 -6.3655 -16.7044 0.00 1.33 -0.06
O -24.0184 -7.0928 -16.2833 -0.99 -0.91 0.22
H -21.3205 -7.5559 -15.8593 -0.28 -0.32 0.14
H -21.7987 -6.2114 -14.8012 -0.65 -0.24 -0.18
H -20.8777 -5.9729 -16.2147 0.03 0.28 -0.34
H -22.7187 -6.5446 -17.7607 0.28 -0.12 -0.14
H -23.2291 -5.3233 -16.6283 -0.05 0.20 -0.14
H -23.9001 -7.9945 -16.5909 -0.16 -0.17 0.14
C -21.8466 -7.1791 -12.3141 -0.02 -1.57 1.25
C -20.4308 -6.6725 -12.1181 -0.24 0.49 -1.94
O -20.2569 -6.1170 -10.8659 0.17 0.20 1.13
H -21.9994 -7.9890 -11.6008 0.19 -0.20 0.49
H -22.0570 -7.7409 -13.2241 0.16 0.77 -0.41
H -22.6458 -6.5062 -12.0034 0.30 0.54 -0.65
H -20.1814 -5.9052 -12.8510 -0.32 0.17 -0.27
H -19.6356 -7.3955 -12.2994 -0.26 -0.96 -0.02
H -19.3734 -5.7487 -10.9397 0.06 0.46 0.61
C -15.0876 -5.1477 -15.8386 2.00 1.18 -0.35
C -14.0716 -4.1002 -15.0594 -1.57 -1.49 -1.41
O -14.7782 -3.1013 -14.3891 -0.49 0.52 0.39
H -15.5567 -4.7566 -16.7414 -0.20 1.12 0.32
H -15.8977 -5.6711 -15.3307 0.57 0.10 0.66
H -14.4412 -5.8300 -16.3906 0.20 -0.71 0.74
H -13.4393 -3.5924 -15.7877 0.07 -0.46 -0.56
H -13.3974 -4.5878 -14.3553 -0.15 -0.65 -0.07
H -14.1256 -2.4104 -14.2537 -0.29 0.32 0.31
O -18.5301 -5.7196 -14.9998 -0.38 0.84 0.34
H -18.2272 -6.6141 -14.8439 -0.03 -0.52 -0.26
H -18.3677 -5.5702 -15.9313 0.23 0.02 -0.45
O -18.1250 -3.6094 -13.0746 0.22 0.21 0.57
H -17.7342 -4.2904 -13.6221 0.04 -0.19 -0.29
H -18.7985 -3.2138 -13.6279 -0.36 0.01 -0.04
O -18.1961 -5.4753 -18.0797 -0.07 -0.19 0.27
H -19.0582 -5.0599 -18.0577 -0.35 0.10 -0.07
H -17.7030 -4.9706 -18.7266 0.23 0.23 -0.13
O -21.0675 -4.0014 -14.0748 -0.07 0.49 0.20
H -21.5139 -3.6467 -14.8437 -0.21 0.13 -0.17
H -20.4798 -4.6705 -14.4259 0.46 -0.32 -0.09
O -17.6636 -8.2978 -15.1343 0.13 0.09 0.07
H -17.7007 -8.4213 -14.1858 0.13 -0.22 0.40
H -18.0057 -9.1152 -15.4963 -0.09 -0.20 -0.26
O -16.2097 -7.5810 -17.8229 0.33 -0.36 0.03
H -16.8827 -7.1084 -17.3329 -0.22 0.11 0.11
H -16.1424 -7.1100 -18.6535 -0.02 0.03 -0.19
```
Positions in Å, forces in eV/Å.

Values from the calculation:
- Spin multiplicity: 1
- Gap between HOMO and LUMO: 9.479 eV
- Energy: -29352.7536 eV
- Structure (SMILES): CCO.CCO.CCO.CCO.O.O.O.O.O.O

Löwdin population analysis, charges in e, atoms 1 to 8: C -0.096; C -0.315; O -0.068; H 0.042; H 0.076; H 0.079; H 0.107; H 0.094


energy of number 2 (C8H36O10)? -29352.7536 eV


Look up the energy of the first one. -67405.2369 eV